{"formula": "C56H40CsF4I2N9O4S", "method": "the ωB97M-V functional and the def2-TZVPD basis", "elements": ["Cs", "O", "C", "C", "C", "C", "C", "C", "C", "N", "C", "C", "N", "C", "C", "C", "C", "C", "C", "C", "O", "H", "H", "H", "H", "H", "H", "H", "H", "H", "H", "H", "H", "H", "H", "I", "C", "C", "C", "I", "C", "O", "C", "C", "N", "C", "C", "C", "C", "C", "C", "N", "C", "H", "H", "H", "H", "H", "H", "H", "H", "H", "H", "H", "F", "C", "C", "F", "C", "C", "C", "F", "C", "C", "C", "N", "C", "N", "F", "C", "C", "N", "C", "N", "O", "S", "C", "C", "C", "C", "C", "C", "C", "C", "C", "C", "C", "C", "H", "H", "H", "H", "H", "H", "H", "H", "H", "H", "C", "C", "C", "N", "H", "H", "H", "H", "H"], "xyz": [[-0.383200, -0.110700, -0.041100], [0.616800, 1.666200, -3.237200], [-0.113000, 2.596100, -3.684500], [0.244800, 3.362700, -4.832400], [-0.498000, 4.438500, -5.248900], [-1.641400, 4.823300, -4.558100], [-2.044400, 4.090800, -3.449100], [-1.331700, 2.990900, -3.023600], [-1.732100, 2.188500, -1.857200], [-1.623800, 2.480500, -0.635300], [-1.040700, 3.732800, -0.230700], [0.482200, 3.738400, -0.488100], [1.163100, 2.593100, 0.033300], [1.274600, 2.277600, 1.258900], [0.856300, 2.879800, 2.511100], [0.621900, 4.235900, 2.715500], [0.362800, 4.749200, 3.971100], [0.319400, 3.895200, 5.074600], [0.547500, 2.557700, 4.924200], [0.818700, 1.970600, 3.644900], [1.015000, 0.736500, 3.526300], [1.136500, 3.066300, -5.367900], [-0.188100, 5.003700, -6.120800], [-2.220200, 5.676700, -4.881200], [-2.943700, 4.379300, -2.917600], [-2.115200, 1.194400, -2.073900], [-1.244200, 3.840000, 0.838500], [-1.470200, 4.588000, -0.774100], [0.906200, 4.682800, -0.119100], [0.631600, 3.716400, -1.572600], [1.790700, 1.330300, 1.414900], [0.676700, 4.925100, 1.884700], [0.201100, 5.810700, 4.097300], [0.111500, 4.301600, 6.056500], [0.528600, 1.885800, 5.770300], [-0.172400, -1.516900, 7.988100], [-0.454400, -1.426600, 5.889600], [-1.173900, -0.383100, 5.349200], [-1.344200, -0.355400, 3.984900], [-2.455800, 1.171800, 3.068000], [-0.873800, -1.375900, 3.100000], [-1.129200, -1.363200, 1.878800], [-0.115500, -2.421800, 3.737400], [0.470300, -3.505200, 2.866700], [1.485800, -3.064200, 1.924100], [2.436500, -2.121200, 2.504500], [3.392200, -1.641900, 1.456600], [4.689700, -2.141500, 1.366500], [5.535200, -1.632200, 0.397900], [5.061700, -0.643600, -0.449800], [3.753100, -0.211800, -0.281100], [2.949200, -0.696000, 0.643200], [0.078000, -2.431900, 5.094600], [-1.578400, 0.406300, 5.964900], [0.915000, -4.278800, 3.511300], [-0.332100, -3.959000, 2.276300], [1.024400, -2.602000, 1.144300], [1.940400, -1.237700, 2.928800], [2.978400, -2.638700, 3.304800], [5.030600, -2.901200, 2.054100], [6.554000, -1.989100, 0.311900], [5.693900, -0.209900, -1.211700], [3.338800, 0.574200, -0.897400], [0.647400, -3.235500, 5.545500], [-6.815900, 2.481500, -4.354800], [-6.494100, 2.642600, -3.052400], [-6.976400, 3.747500, -2.400900], [-7.737800, 4.616300, -3.104300], [-6.717600, 4.001300, -1.031500], [-5.873600, 3.048900, -0.401700], [-5.393000, 1.942000, -1.056100], [-4.635600, 1.063200, -0.372800], [-5.697800, 1.663200, -2.412800], [-5.274600, 0.485900, -3.070400], [-4.500800, -0.522700, -2.497600], [-3.902900, -1.445100, -2.148000], [-5.647900, 0.140800, -4.370800], [-5.934500, -0.244200, -5.419900], [-5.557400, 3.229300, 0.894400], [-7.299300, 5.099700, -0.355200], [-7.081200, 5.422000, 0.987800], [-6.986800, 5.781200, 2.079300], [-8.216000, 5.972200, -0.950700], [-8.991700, 6.721900, -1.360000], [1.511900, -1.843100, -2.009600], [1.608800, -0.640900, -2.847500], [2.958000, -1.039800, -4.018500], [3.650500, -0.020100, -4.648200], [4.695800, -0.325200, -5.504500], [5.048500, -1.649000, -5.716300], [4.363000, -2.667700, -5.072600], [3.319000, -2.359700, -4.218200], [0.320300, -0.857800, -4.110000], [-0.803600, -1.557400, -3.715400], [-1.897100, -1.648400, -4.559400], [-1.878200, -1.005500, -5.785200], [-0.744400, -0.313900, -6.183400], [0.362900, -0.253000, -5.354400], [3.357300, 1.000800, -4.460800], [5.239200, 0.463400, -6.008700], [5.865700, -1.888100, -6.383200], [4.644300, -3.699500, -5.241400], [2.765600, -3.119100, -3.687500], [-0.817400, -2.016200, -2.739800], [-2.775300, -2.194100, -4.247400], [-2.752400, -1.024100, -6.420200], [-0.732400, 0.192100, -7.140700], [1.246800, 0.282500, -5.662300], [-2.902900, -5.141100, -2.439900], [-2.323600, -5.169700, -1.023700], [-1.560300, -3.970300, -0.771700], [-0.949100, -3.022100, -0.607300], [-3.449300, -6.060200, -2.645400], [-2.109700, -5.041900, -3.177600], [-3.581600, -4.297600, -2.542000], [-1.661500, -6.030700, -0.880600], [-3.133900, -5.223000, -0.292100]], "forces_ev_per_a": [[0.72, 0.48, -1.84], [0.11, -0.03, 0.32], [-0.34, 0.60, -0.22], [0.00, -0.25, 0.03], [-0.15, 0.17, 0.02], [-0.25, 0.31, -0.07], [-0.07, 0.08, -0.14], [0.47, 0.03, -0.34], [0.04, 0.18, -0.34], [-0.51, -0.18, 0.25], [0.37, 0.50, 0.02], [-0.48, 0.59, -0.37], [0.46, -0.25, 0.32], [0.42, -0.29, -0.56], [-0.20, 0.46, 0.26], [0.17, -0.07, -0.37], [-0.06, 0.04, -0.01], [0.02, -0.09, 0.34], [-0.04, -0.07, 0.40], [0.07, 0.02, -0.05], [0.29, 0.43, 0.05], [0.15, -0.04, -0.02], [0.02, 0.01, -0.05], [-0.05, 0.06, -0.04], [-0.11, 0.02, 0.06], [-0.13, -0.30, -0.08], [-0.02, 0.15, -0.11], [0.08, -0.11, 0.17], [-0.01, -0.08, 0.00], [0.01, 0.09, 0.23], [0.00, -0.02, 0.12], [-0.02, -0.08, -0.05], [-0.03, 0.03, -0.01], [-0.02, -0.02, 0.02], [-0.02, -0.08, 0.05], [-0.02, 0.05, -0.28], [0.05, 0.08, 0.78], [-0.02, 0.07, 0.08], [-0.54, 0.10, -0.36], [0.09, -0.12, 0.23], [-0.17, -0.04, 1.12], [-0.54, -1.31, 0.90], [-0.03, -0.08, -0.18], [-0.15, -0.05, 0.15], [0.11, 0.16, -0.44], [-0.16, -0.06, 0.14], [0.40, -0.33, 0.33], [-0.02, 0.08, -0.10], [-0.01, 0.05, -0.03], [-0.01, 0.00, 0.00], [0.49, 0.16, -0.34], [-0.62, 0.13, 0.24], [0.04, -0.04, -0.03], [-0.05, 0.00, 0.07], [-0.13, 0.07, -0.05], [0.09, -0.05, 0.04], [-0.02, -0.13, -0.02], [0.13, -0.11, 0.06], [0.01, 0.09, 0.00], [-0.04, -0.09, 0.06], [0.02, -0.03, -0.01], [-0.03, 0.03, -0.06], [-0.04, 0.13, -0.15], [0.03, -0.04, 0.01], [0.13, 0.13, 0.57], [-0.38, 0.50, -0.18], [0.00, -0.31, -0.60], [0.36, -0.43, 0.27], [-0.22, 0.33, 0.19], [0.28, -0.37, -0.02], [0.09, 0.17, 0.58], [-0.33, 0.41, -0.25], [0.15, -0.35, -0.18], [-0.24, 1.03, 0.51], [0.49, -0.73, 0.59], [0.06, -0.08, 0.22], [-0.38, -0.17, -1.06], [0.01, -0.02, -0.09], [-0.07, -0.14, -0.44], [0.51, -0.81, -0.50], [0.20, 0.11, 0.85], [0.07, 0.01, 0.16], [-0.65, 0.59, -0.48], [-0.04, 0.07, -0.01], [-0.20, -1.14, 0.90], [0.64, -0.03, -1.47], [0.05, 0.32, 0.12], [-0.06, 0.08, 0.09], [0.08, -0.04, -0.09], [0.13, 0.02, -0.11], [-0.02, -0.02, 0.00], [-0.18, -0.04, 0.15], [-0.19, 0.14, 0.14], [0.21, -0.09, 0.24], [-0.14, 0.00, -0.27], [-0.12, -0.07, 0.01], [0.18, 0.02, -0.05], [0.01, 0.08, -0.16], [-0.05, 0.24, 0.03], [0.00, 0.05, 0.01], [0.06, -0.01, -0.05], [-0.01, -0.03, 0.02], [-0.05, -0.17, 0.10], [-0.03, -0.12, 0.12], [-0.02, 0.01, 0.05], [-0.07, -0.04, -0.06], [0.05, 0.02, 0.00], [0.01, 0.15, -0.05], [-0.04, -0.09, 0.00], [-0.32, -0.39, -0.18], [-0.07, -0.23, 0.09], [0.37, 0.33, 0.11], [-0.04, -0.05, 0.02], [0.03, 0.05, -0.05], [0.00, 0.08, -0.06], [-0.14, 0.08, 0.03], [0.12, -0.07, 0.02]], "e_homo_ev": [-2.6, -2.6], "orbital_gap_ha": [0.1599, 0.1471], "spin_multiplicity": 1, "e_tot_ha": -4364.8634, "total_charge": -2}